Record 1
C35H33AuCl2N3O3 as an isolated structure, computed with ωB97M-V/def2-TZVPD.

CARTESIAN COORDINATES (ANGSTROEM)
Au: -0.44069 -0.98103 -0.95885
O: -1.86668 -1.25870 0.58246
C: -1.44790 -1.18908 1.91909
C: -0.11187 -1.94967 2.08765
C: 1.09914 -1.17727 1.63904
C: 2.05809 -0.75251 2.54579
C: 3.18651 -0.09358 2.09164
C: 3.35450 0.11028 0.73366
C: 2.36852 -0.31308 -0.13544
C: 2.46694 -0.08940 -1.61433
C: 1.62736 1.13424 -2.07714
O: 0.26753 0.86346 -1.89262
C: 2.06234 2.39343 -1.33001
C: 1.38554 2.76612 -0.17507
C: 1.79958 3.86581 0.56458
C: 2.90464 4.59894 0.15532
C: 3.58850 4.22845 -0.99710
C: 3.16822 3.13245 -1.73951
C: 1.71787 1.30134 -3.59943
C: 0.95889 2.32425 -4.17133
C: 0.99457 2.53607 -5.53953
C: 1.78872 1.72916 -6.34707
C: 2.53763 0.70837 -5.78101
C: 2.49382 0.48322 -4.41005
N: 1.26248 -0.92333 0.32695
C: -2.58729 -1.86153 2.71146
C: -2.42785 -3.00418 3.48342
C: -3.50598 -3.53109 4.19130
C: -4.74991 -2.92753 4.12213
C: -4.92161 -1.79565 3.33050
C: -3.84874 -1.26876 2.63167
C: -1.26660 0.25484 2.41950
C: -1.32472 1.33296 1.54927
C: -1.10292 2.63119 2.00820
C: -0.81340 2.85596 3.34403
C: -0.76054 1.77927 4.22483
C: -0.98846 0.49185 3.76605
H: -0.19241 -2.86755 1.50040
H: 0.03887 -2.21299 3.13057
H: 1.90921 -0.94531 3.59990
H: 3.93382 0.25700 2.79370
H: 4.23274 0.60972 0.34489
H: 2.09241 -0.97666 -2.13557
H: 3.50618 0.07402 -1.89032
H: 0.52110 2.19062 0.14459
H: 1.25920 4.14250 1.46281
H: 3.22914 5.46126 0.72486
H: 4.44651 4.80075 -1.32625
H: 3.70286 2.86027 -2.64381
H: 0.35513 2.96116 -3.53495
H: 0.41136 3.33757 -5.97528
H: 1.82117 1.89460 -7.41717
H: 3.16519 0.08388 -6.40456
H: 3.08147 -0.32505 -3.99093
H: -1.47444 -3.51245 3.53808
H: -3.36578 -4.41750 4.79757
H: -5.58534 -3.33228 4.68120
H: -5.89345 -1.31884 3.26824
H: -3.97353 -0.37687 2.02747
H: -1.54679 1.16122 0.50138
H: -1.15893 3.46441 1.31613
H: -0.64024 3.86461 3.70118
H: -0.55211 1.94985 5.27460
H: -0.98131 -0.33790 4.46677
Cl: 2.65507 -4.11141 -0.54875
C: 1.27396 -5.07716 -1.07727
Cl: -0.22878 -4.13543 -1.14640
H: 1.12901 -5.88086 -0.37082
H: 1.47476 -5.44821 -2.07082
N: -4.05049 -2.49601 -2.59219
C: -3.22355 -1.54819 -2.12084
N: -3.76573 -0.49837 -1.47728
O: -1.98544 -1.66610 -2.32904
H: -5.04661 -2.37006 -2.61428
H: -3.64889 -3.23276 -3.14281
H: -4.71640 -0.53013 -1.15416
H: -3.13522 0.09942 -0.97084

Computed properties:
frontier orbital gap (spin up / spin down) = 0.3218 / 0.2144 Ha
LUMO (spin up / spin down) = -0.0838 / -0.1932 Ha
multiplicity = 3
HOMO level (spin up / spin down) = -11.035 / -11.091 eV
DFT total energy = -2799.3420 hartree
charge = +1
energy relative to the best compared isomer or geometry (same formula, charge and spin) = 0.0428 eV
⟨S²⟩ = 2.02

Record 2
C35H33BF6FeO2S as an isolated structure at a distorted geometry, computed with ωB97M-V/def2-TZVPD.

CARTESIAN COORDINATES (ANGSTROEM)
C: 4.94424 1.04520 -1.89316
C: 3.73494 0.22904 -1.65470
C: 3.48969 -0.94577 -2.34835
C: 2.17589 -1.48882 -2.24569
C: 1.42916 -0.64282 -1.50001
B: 0.04482 1.28716 0.83995
C: 1.19824 0.45334 1.70900
C: 1.76793 0.98522 2.88047
C: 2.52462 0.20632 3.76383
C: 2.77931 0.94579 5.06884
F: 3.51272 0.25567 5.96831
F: 3.40247 2.15940 4.81755
F: 1.54185 1.20319 5.65039
C: 2.80399 -1.15507 3.48664
C: 2.32871 -1.70136 2.27316
C: 2.77564 -3.15558 2.07053
F: 2.14917 -3.75245 1.00735
F: 4.14417 -3.24248 1.86007
F: 2.49756 -3.91571 3.19378
C: 1.50050 -0.91362 1.41171
O: 0.40340 2.04704 -0.27178
C: 0.21499 2.76631 -1.61790
C: 0.14201 1.98333 -2.94143
C: -1.05126 2.64675 -3.55677
C: 1.37958 2.41320 -3.64678
C: -0.15948 0.48279 -3.24339
O: -0.25188 -0.41186 -2.10068
S: 2.24377 0.81164 -1.03891
H: 5.53609 0.40235 -2.55685
H: 4.66682 1.98780 -2.37268
H: 5.51329 1.26605 -1.00050
H: 4.21896 -1.41759 -2.99875
H: 1.89365 -2.49692 -2.45096
H: 1.70443 2.07307 3.09021
H: 3.28478 -1.79584 4.23953
H: 1.14013 -1.13068 0.35307
H: -0.61688 3.46537 -1.41407
H: 1.17596 3.31287 -1.58770
H: -1.13114 2.27656 -4.57241
H: -1.91512 2.36497 -2.96141
H: -0.96394 3.73511 -3.53239
H: 1.28666 2.09479 -4.66872
H: 1.41541 3.49256 -3.57070
H: 2.26563 1.98920 -3.17319
H: -1.14802 0.42923 -3.77553
H: 0.61886 -0.05114 -3.79872
C: -3.33452 -2.30406 3.17001
C: -3.45224 -0.93187 2.73214
C: -2.12642 -0.31748 2.77416
C: -1.20559 -1.32590 3.29352
C: -1.94733 -2.55817 3.49102
Fe: -2.11160 -1.87122 1.61131
C: -1.76275 -3.50390 0.60758
C: -3.03479 -2.96575 0.28840
C: -2.87362 -1.62591 -0.15513
C: -1.43903 -1.41105 -0.30690
C: -0.84419 -0.16852 -0.90291
C: -1.93324 0.78111 -1.17138
C: -2.28469 1.78093 -0.23069
C: -3.34882 2.61908 -0.59441
C: -4.18215 2.25963 -1.69058
C: -3.96632 1.09719 -2.47005
C: -2.79822 0.38165 -2.22442
C: -0.76014 -2.51529 0.23537
H: -4.15859 -2.97603 3.39765
H: -4.37542 -0.41472 2.50192
H: -1.87781 0.71783 2.57269
H: -0.16588 -1.16273 3.56869
H: -1.54001 -3.44763 3.97106
H: -1.49570 -4.43649 1.05902
H: -3.98631 -3.42322 0.40030
H: -3.66057 -0.94433 -0.43204
H: -0.54485 0.12769 0.41637
H: -1.78006 1.93356 0.75817
H: -3.59483 3.49332 0.04362
H: -5.06394 2.88874 -1.91374
H: -4.69547 0.74753 -3.22080
H: -2.57586 -0.46390 -2.90037
H: 0.30865 -2.65370 0.13014

Computed properties:
frontier orbital gap (spin up / spin down) = 0.2029 / 0.2706 Ha
LUMO (spin up / spin down) = -0.0054 / -0.0162 Ha
multiplicity = 5
HOMO level (spin up / spin down) = -5.668 / -7.804 eV
DFT total energy = -3789.4061 hartree
energy relative to the best compared isomer or geometry (same formula, charge and spin) = 1.2660 eV
⟨S²⟩ = 6.05

Record 3
C35H33BF6GeN2O6PZn as an isolated structure, computed with ωB97M-V/def2-TZVPD.

CARTESIAN COORDINATES (ANGSTROEM)
Zn: -0.20466 0.40611 -0.01879
C: -0.55249 -3.36573 0.92373
C: -1.72221 -2.52535 0.55368
N: -1.71626 -1.23850 0.28094
C: -3.02832 -0.88595 0.04234
C: -3.83403 -1.98352 0.15558
N: -2.98630 -3.00372 0.46984
C: -5.30922 -2.25587 0.05360
O: -6.03178 -1.25387 -0.21255
O: -5.65494 -3.42638 0.26548
C: -3.37031 0.53336 -0.19855
O: -4.63394 0.82251 -0.40285
O: -2.49154 1.37889 -0.17517
H: 0.33967 -2.75050 0.97331
H: -0.38581 -4.14982 0.18293
H: -0.71774 -3.83404 1.89681
H: -3.32826 -3.93589 0.64789
H: -5.24001 -0.01476 -0.33469
F: 1.83806 -1.52995 0.06032
P: 3.44907 -1.25134 -0.15004
F: 3.29850 -1.67618 -1.70176
F: 5.03435 -0.99742 -0.35419
F: 3.73797 -2.80088 0.24329
F: 3.12666 0.28024 -0.53179
F: 3.56372 -0.84226 1.40758
C: 0.41488 1.04377 1.76793
Ge: 0.31029 0.36693 3.54646
C: -1.21217 -0.84317 3.83936
C: -1.21029 -1.97862 4.64746
C: -2.37262 -2.71641 4.85320
C: -3.56334 -2.31921 4.26229
C: -3.59002 -1.17675 3.47113
C: -2.42460 -0.45358 3.26059
C: -0.14725 1.86667 4.77325
C: -0.00730 1.76556 6.15816
C: -0.39670 2.79922 6.99985
C: -0.93838 3.96253 6.46586
C: -1.08541 4.08239 5.09084
C: -0.69048 3.04314 4.25474
C: 1.96289 -0.36348 4.30813
C: 2.90057 0.55270 4.78959
C: 4.12337 0.13241 5.29259
C: 4.43447 -1.22042 5.31869
C: 3.52128 -2.14291 4.83162
C: 2.29954 -1.71486 4.32755
H: 1.27211 1.72560 1.71034
H: -0.29946 -2.29249 5.14057
H: -2.34543 -3.60216 5.47792
H: -4.46855 -2.89564 4.41101
H: -4.51613 -0.86087 3.00590
H: -2.45123 0.42662 2.62533
H: 0.42038 0.86395 6.58633
H: -0.27870 2.69978 8.07309
H: -1.24648 4.76997 7.12008
H: -1.50872 4.98622 4.66797
H: -0.80537 3.13890 3.17945
H: 2.66981 1.61271 4.77165
H: 4.84120 0.86164 5.64993
H: 5.39471 -1.55181 5.69587
H: 3.77194 -3.19676 4.81517
H: 1.62792 -2.44674 3.89805
C: -0.47190 -0.32386 -9.12183
C: -1.16566 -0.84616 -7.86391
C: -1.01412 -2.37349 -7.83954
C: -2.65707 -0.49188 -7.95725
C: -0.58321 -0.24304 -6.58344
C: 0.39238 0.75041 -6.60102
C: 0.90738 1.31439 -5.42569
C: 0.41180 0.85351 -4.23276
O: 0.72398 1.22362 -2.96367
B: -0.06690 0.43468 -2.08389
O: -0.87620 -0.41163 -2.90755
C: -0.56053 -0.13692 -4.19911
C: -1.07307 -0.69147 -5.34503
H: -0.90586 -0.80607 -10.00144
H: 0.59785 -0.54256 -9.10871
H: -0.60063 0.75445 -9.23336
H: -1.40937 -2.80938 -8.76170
H: -1.55144 -2.81666 -7.00088
H: 0.03735 -2.65271 -7.74624
H: -3.09459 -0.90633 -8.87060
H: -2.79076 0.59180 -7.96808
H: -3.21005 -0.88559 -7.10354
H: 0.78619 1.10217 -7.54424
H: 1.67326 2.07831 -5.45304
H: -1.83469 -1.45800 -5.27159

Computed properties:
frontier orbital gap (spin up / spin down) = 0.2530 / 0.2693 Ha
LUMO (spin up / spin down) = 0.1390 / 0.1390 Ha
multiplicity = 2
HOMO level (spin up / spin down) = -3.100 / -3.544 eV
DFT total energy = -6736.6148 hartree
charge = -2
energy relative to the best compared isomer or geometry (same formula, charge and spin) = 2.0821 eV
⟨S²⟩ = 0.75

Which formula does entry 1 have?
C35H33AuCl2N3O3